[1]
DFT (ωB97M-V with the def2-TZVPD basis set) results for C18H37CuF3NO8 as an isolated structure.

Properties
* frontier orbital gap (spin up / spin down): 9.09 / 6.20 eV
* total charge: +1
* expectation value of S²: 0.752
* energy above the lowest of the compared OMol25 structures with the same formula, charge and spin: 0.0 kJ/mol
* DFT total energy: -89917.8161 eV
* 2S+1: 2

Positions of all 68 atoms, in Å:
Cu1 -22.99 -5.65 9.15
C1 -23.31 -6.87 12.36
O1 -21.95 -7.14 12.69
O2 -23.38 -6.28 11.16
C2 -24.08 -8.20 12.42
F1 -23.44 -9.25 11.87
F2 -24.34 -8.56 13.69
F3 -25.25 -8.08 11.76
C3 -21.63 -6.97 14.05
C4 -20.12 -7.14 14.26
H1 -19.86 -8.08 13.76
H2 -19.56 -6.31 13.82
H3 -19.82 -7.40 15.28
H4 -21.96 -7.79 14.70
H5 -21.94 -5.98 14.41
H6 -23.76 -6.17 13.07
C5 -21.91 -1.37 6.33
C6 -22.36 -2.66 6.86
N1 -22.65 -3.67 7.33
H7 -20.90 -1.17 6.69
H8 -22.50 -0.54 6.71
H9 -21.83 -1.37 5.25
C7 -21.44 -8.46 9.64
O3 -22.52 -7.86 8.88
C8 -23.35 -8.76 8.16
C9 -24.73 -8.17 8.33
O4 -24.63 -6.75 8.27
C10 -25.90 -6.09 8.33
C11 -25.56 -4.62 8.25
O5 -24.67 -4.41 9.36
C12 -25.40 -3.97 10.50
H10 -21.94 -9.03 10.43
H11 -20.75 -7.72 10.03
H12 -20.89 -9.09 8.93
H13 -23.35 -9.70 8.72
H14 -23.06 -8.90 7.12
H15 -25.13 -8.41 9.32
H16 -25.38 -8.58 7.55
H17 -26.38 -6.36 9.28
H18 -26.44 -6.51 7.48
H19 -26.43 -3.97 8.33
H20 -25.10 -4.44 7.28
H21 -26.23 -4.67 10.69
H22 -25.81 -2.97 10.37
H23 -24.79 -4.03 11.40
C13 -23.69 -6.39 4.88
O6 -22.88 -6.41 6.01
C14 -21.60 -6.91 5.86
C15 -20.60 -6.01 6.57
O7 -20.93 -5.86 7.94
C16 -19.92 -5.16 8.63
C17 -20.34 -4.82 10.07
O8 -21.63 -4.19 10.11
C18 -21.81 -3.32 11.21
H24 -23.29 -5.74 4.09
H25 -24.69 -6.07 5.14
H26 -23.82 -7.36 4.38
H27 -21.25 -6.87 4.82
H28 -21.43 -7.95 6.16
H29 -20.74 -5.03 6.09
H30 -19.58 -6.34 6.34
H31 -19.66 -4.23 8.13
H32 -18.99 -5.73 8.75
H33 -19.60 -4.15 10.51
H34 -20.49 -5.70 10.70
H35 -22.81 -2.90 11.07
H36 -21.07 -2.53 11.29
H37 -21.89 -3.84 12.17

***

[2]
DFT (ωB97M-V with the def2-TZVPD basis set) results for C6H11NO in the gas phase.

Properties
* frontier orbital gap: 9.31 eV
* total charge: 0
* energy above the lowest of the compared OMol25 structures with the same formula, charge and spin: 332.4 kJ/mol
* DFT total energy: -9935.0098 eV
* SMILES: NCC/C=C/C=C/O

Positions of all 19 atoms, in Å:
C1 0.31 2.21 1.38
C2 -0.92 1.36 1.19
C3 -0.66 -0.08 0.88
C4 -0.69 -0.38 -0.43
C5 -0.47 -1.63 -1.08
C6 0.80 -2.20 -1.12
O1 0.86 -3.36 -1.89
N1 0.36 3.59 0.87
H1 0.79 2.07 2.36
H2 1.15 1.62 0.88
H3 -1.66 1.51 2.04
H4 -1.39 1.60 0.24
H5 -0.53 -0.92 1.56
H6 -0.78 0.37 -1.16
H7 -1.17 -2.21 -1.62
H8 1.69 -1.97 -0.59
H9 1.52 -4.04 -1.57
H10 -0.51 4.12 0.93
H11 1.26 3.90 1.13

***

[3]
DFT (ωB97M-V with the def2-TZVPD basis set) results for C4H3Li2O2Sc as an isolated structure.

Properties
* frontier orbital gap (spin up / spin down): 5.69 / 5.56 eV
* total charge: +1
* expectation value of S²: 0.755
* energy above the lowest of the compared OMol25 structures with the same formula, charge and spin: 0.0 kJ/mol
* DFT total energy: -29391.9120 eV
* 2S+1: 2

Positions of all 12 atoms, in Å:
C1 0.24 0.69 0.48
O1 -0.22 -0.44 0.92
Sc1 -0.57 1.45 -1.64
Li1 0.13 -1.08 2.58
H1 1.24 2.15 1.12
C2 0.16 1.78 1.42
C3 -1.11 2.62 1.28
C4 -2.15 2.43 0.44
O2 -2.32 1.58 -0.64
Li2 -2.32 0.17 0.58
H2 0.09 1.36 2.45
H3 -3.04 3.07 0.58

***

[4]
DFT (ωB97M-V with the def2-TZVPD basis set) results for a 4-piece molecular cluster, C38H49N4O13 overall.

Properties
* frontier orbital gap: 7.63 eV
* total charge: +1
* DFT total energy: -72767.9797 eV

Positions of all 104 atoms, in Å:
C1 5.08 3.99 0.78
C2 4.32 3.19 1.75
O1 4.33 3.29 2.93
O2 3.54 2.13 1.17
C3 2.30 2.49 0.86
O3 1.87 3.62 0.99
C4 1.47 1.36 0.33
C5 0.99 0.40 1.44
C6 1.21 -1.02 0.92
N1 0.66 -2.04 1.79
C7 0.03 -1.53 2.99
O4 -0.64 -2.56 3.65
C8 0.12 -3.22 4.67
C9 1.13 -4.22 4.13
N2 2.49 -3.67 4.16
C10 3.47 -4.57 3.52
C11 3.98 -4.03 2.18
C12 4.41 -2.56 2.23
O5 3.03 -4.26 1.15
C13 -1.02 -0.38 2.80
C14 -2.39 -0.90 2.41
C15 -2.37 -1.66 1.06
C16 -3.48 -1.24 0.14
O6 -3.30 -0.89 -1.01
O7 -4.71 -1.29 0.71
N3 -1.03 0.34 4.01
C17 -1.93 0.52 4.91
C18 -1.98 -0.34 6.14
C19 -2.94 1.63 4.87
N4 -0.50 0.57 1.66
C20 -0.86 1.99 1.93
H1 4.52 4.16 -0.14
H2 5.33 4.95 1.22
H3 6.00 3.49 0.50
H4 0.65 1.75 -0.26
H5 2.08 0.78 -0.36
H6 1.52 0.57 2.37
H7 2.28 -1.15 0.83
H8 0.80 -1.07 -0.10
H9 0.07 -2.70 1.30
H10 0.79 -1.11 3.64
H11 0.60 -2.50 5.34
H12 -0.62 -3.75 5.26
H13 0.83 -4.47 3.12
H14 1.06 -5.14 4.71
H15 2.74 -3.59 5.13
H16 3.00 -5.54 3.31
H17 4.33 -4.70 4.17
H18 4.85 -4.62 1.92
H19 4.12 -2.09 1.30
H20 3.94 -2.02 3.05
H21 5.49 -2.48 2.33
H22 2.23 -3.77 1.38
H23 -3.09 -0.07 2.31
H24 -2.75 -1.59 3.16
H25 -2.38 -2.73 1.22
H26 -1.46 -1.46 0.49
H27 -5.22 -0.53 0.38
H28 -1.07 -0.92 6.21
H29 -2.11 0.24 7.05
H30 -2.83 -1.02 6.04
H31 -3.64 1.53 5.70
H32 -3.50 1.63 3.94
H33 -2.41 2.58 4.95
H34 -0.92 0.35 0.76
H35 -1.88 2.06 2.28
H36 -0.79 2.54 0.99
H37 -0.16 2.44 2.63
C21 -3.54 -5.17 -0.64
C22 -4.32 -6.24 -0.78
C23 -3.74 -7.60 -0.91
O8 -4.45 -8.57 -1.04
C24 -2.26 -7.72 -0.89
C25 -1.48 -6.65 -0.75
C26 -2.07 -5.29 -0.61
O9 -1.35 -4.32 -0.48
H38 -3.95 -4.17 -0.55
H39 -5.40 -6.17 -0.81
H40 -1.86 -8.72 -0.98
H41 -0.40 -6.71 -0.73
C27 1.72 3.58 -4.41
C28 1.35 2.87 -3.35
C29 0.19 1.96 -3.40
O10 -0.16 1.31 -2.43
C30 -0.55 1.85 -4.68
C31 -0.19 2.56 -5.74
C32 0.98 3.48 -5.69
O11 1.32 4.12 -6.66
H42 2.57 4.25 -4.40
H43 1.88 2.93 -2.40
H44 -1.40 1.18 -4.69
H45 -0.71 2.51 -6.69
C33 -2.01 8.15 -8.07
C34 -1.63 8.67 -9.24
C35 -0.58 8.02 -10.07
O12 -0.24 8.50 -11.13
C36 0.04 6.78 -9.54
C37 -0.34 6.26 -8.38
C38 -1.39 6.91 -7.55
O13 -1.73 6.43 -6.49
H46 -2.77 8.60 -7.45
H47 -2.07 9.57 -9.64
H48 0.80 6.32 -10.16
H49 0.09 5.36 -7.97

***

[5]
DFT (ωB97M-V with the def2-TZVPD basis set) results for C55H111N6O8 as an isolated structure.

Properties
* frontier orbital gap: 1.39 eV
* total charge: +5
* energy above the lowest of the compared OMol25 structures with the same formula, charge and spin: 0.0 kJ/mol
* DFT total energy: -84088.1471 eV

Positions of all 180 atoms, in Å:
O1 -0.08 0.62 -1.97
C1 -0.21 -0.06 -0.92
O2 0.29 -1.19 -0.73
O3 -0.74 0.68 -0.06
H1 -0.59 1.14 -1.35
C2 -3.74 -7.37 1.50
C3 -3.40 -8.66 0.67
C4 -3.46 -8.49 -0.83
C5 -2.11 -7.96 -1.51
N1 -2.44 -7.70 -3.04
C6 -3.17 -8.82 -3.84
C7 -2.81 -8.64 -5.35
C8 -1.57 -7.82 -5.35
C9 -1.15 -7.56 -3.87
C10 -3.29 -6.39 -3.19
H2 -4.79 -7.20 1.69
H3 -3.23 -6.49 1.10
H4 -3.37 -7.56 2.50
H5 -4.02 -9.52 0.95
H6 -2.38 -8.90 0.96
H7 -4.18 -7.68 -0.93
H8 -3.75 -9.50 -1.13
H9 -1.26 -8.65 -1.48
H10 -1.82 -7.00 -1.08
H11 -4.24 -8.85 -3.65
H12 -2.93 -9.81 -3.44
H13 -3.66 -8.16 -5.84
H14 -2.64 -9.62 -5.79
H15 -1.73 -6.81 -5.74
H16 -0.74 -8.29 -5.88
H17 -0.68 -6.61 -3.63
H18 -0.55 -8.44 -3.64
H19 -4.31 -6.67 -2.91
H20 -3.25 -6.13 -4.25
H21 -2.86 -5.59 -2.59
C11 4.40 -8.08 4.85
C12 4.83 -6.62 4.35
C13 5.70 -5.96 5.50
C14 6.34 -4.66 5.08
C15 7.21 -4.85 3.88
C16 6.56 -5.57 2.59
N2 5.61 -6.67 3.04
O4 5.15 -7.59 2.03
C17 7.68 -6.27 1.72
C18 5.78 -4.59 1.73
C19 3.55 -5.75 4.09
H22 5.27 -8.73 4.97
H23 3.60 -8.52 4.26
H24 3.86 -8.04 5.79
H25 6.42 -6.71 5.82
H26 5.16 -5.74 6.42
H27 6.82 -4.23 5.96
H28 5.58 -3.91 4.88
H29 8.09 -5.43 4.16
H30 7.60 -3.87 3.63
H31 7.25 -6.68 0.81
H32 8.21 -7.11 2.18
H33 8.38 -5.52 1.35
H34 5.08 -3.99 2.30
H35 5.24 -5.05 0.90
H36 6.43 -3.90 1.20
H37 2.90 -6.14 3.30
H38 3.77 -4.70 3.92
H39 2.90 -5.82 4.96
C20 2.94 0.97 -11.50
C21 4.02 0.09 -10.85
C22 5.35 0.72 -11.39
C23 6.58 0.11 -10.71
C24 6.58 0.53 -9.23
C25 5.32 -0.15 -8.48
N3 4.07 0.17 -9.31
O5 2.83 -0.12 -8.75
C26 5.24 0.50 -7.14
C27 5.65 -1.72 -8.41
C28 3.84 -1.43 -11.25
H40 1.93 0.94 -11.09
H41 2.93 0.95 -12.59
H42 3.14 2.05 -11.45
H43 5.39 1.79 -11.21
H44 5.41 0.70 -12.48
H45 7.47 0.39 -11.28
H46 6.61 -0.95 -10.96
H47 6.57 1.62 -9.19
H48 7.47 0.15 -8.73
H49 6.18 0.45 -6.58
H50 4.46 0.12 -6.49
H51 5.01 1.57 -7.09
H52 6.03 -2.12 -9.36
H53 4.72 -2.25 -8.25
H54 6.38 -1.92 -7.63
H55 2.93 -1.85 -10.83
H56 4.59 -2.10 -10.84
H57 3.70 -1.61 -12.32
C29 2.16 7.56 0.65
C30 1.84 8.55 -0.48
C31 0.26 8.47 -0.64
C32 -0.42 9.53 -1.53
C33 -0.23 10.85 -0.87
C34 1.32 11.19 -0.53
N4 2.15 9.97 -0.01
O6 3.47 10.20 0.52
C35 1.40 12.39 0.47
C36 1.88 11.69 -1.83
C37 2.55 8.26 -1.78
H58 1.69 6.58 0.58
H59 1.65 7.85 1.57
H60 3.20 7.33 0.89
H61 -0.16 8.38 0.35
H62 0.01 7.46 -0.96
H63 -1.50 9.34 -1.52
H64 -0.05 9.40 -2.54
H65 -0.81 10.84 0.05
H66 -0.76 11.65 -1.40
H67 1.06 12.25 1.50
H68 0.79 13.17 0.04
H69 2.40 12.81 0.59
H70 1.50 12.68 -2.11
H71 1.72 11.05 -2.70
H72 2.92 11.99 -1.68
H73 2.16 7.46 -2.41
H74 3.57 7.87 -1.71
H75 2.38 9.06 -2.50
C38 0.39 2.37 8.99
C39 -1.08 2.05 9.03
C40 -1.42 0.68 8.36
C41 -0.99 -0.58 9.25
C42 -1.72 -0.44 10.61
C43 -1.38 0.80 11.44
N5 -1.52 2.04 10.50
O7 -1.40 3.27 11.18
C44 0.06 0.70 12.02
C45 -2.44 1.00 12.60
C46 -1.94 3.09 8.29
H76 0.95 1.78 9.72
H77 0.47 3.41 9.27
H78 0.76 2.22 7.98
H79 -0.89 0.65 7.40
H80 -2.47 0.55 8.12
H81 0.06 -0.61 9.55
H82 -1.26 -1.54 8.82
H83 -1.42 -1.33 11.15
H84 -2.80 -0.51 10.42
H85 0.69 1.56 12.25
H86 0.78 0.30 11.31
H87 0.19 0.01 12.85
H88 -3.50 1.11 12.38
H89 -2.18 1.91 13.13
H90 -2.46 0.13 13.26
H91 -2.98 2.84 8.47
H92 -1.53 3.17 7.29
H93 -1.76 4.06 8.75
C47 -7.09 0.94 -0.69
C48 -8.30 1.87 -0.24
C49 -7.90 2.69 1.02
C50 -6.91 3.89 0.79
C51 -7.51 4.80 -0.23
C52 -7.84 4.01 -1.57
N6 -8.71 2.86 -1.27
O8 -9.36 2.26 -2.37
C53 -6.67 3.77 -2.51
C54 -8.82 5.05 -2.15
C55 -9.51 0.96 0.18
H94 -6.75 0.34 0.15
H95 -6.30 1.63 -0.96
H96 -7.34 0.29 -1.53
H97 -7.64 2.00 1.82
H98 -8.81 3.09 1.46
H99 -5.92 3.54 0.49
H100 -6.75 4.42 1.72
H101 -6.88 5.69 -0.32
H102 -8.43 5.17 0.20
H103 -6.81 2.89 -3.14
H104 -5.82 3.55 -1.87
H105 -6.53 4.63 -3.15
H106 -8.34 6.01 -2.35
H107 -9.65 5.13 -1.44
H108 -9.16 4.62 -3.09
H109 -9.20 0.52 1.13
H110 -9.81 0.15 -0.49
H111 -10.43 1.51 0.37

***

[6]
DFT (ωB97M-V with the def2-TZVPD basis set) results for a 2-piece molecular cluster, C5H9NO2 overall.

Properties
* frontier orbital gap: 4.10 eV
* total charge: 0
* energy above the lowest of the compared OMol25 structures with the same formula, charge and spin: 740.8 kJ/mol
* DFT total energy: -10908.8981 eV

Positions of all 17 atoms, in Å:
O1 1.63 -1.61 -0.45
C1 1.08 -1.32 -1.54
O2 -0.12 -1.21 -1.82
C2 0.72 0.42 1.09
C3 -0.68 -0.21 0.77
C4 -1.47 0.61 -0.22
C5 -1.86 1.86 0.17
N1 0.53 1.54 1.92
H1 1.75 -1.16 -2.41
H2 1.35 -0.34 1.54
H3 -1.14 -0.11 1.76
H4 -0.60 -1.28 0.53
H5 -1.64 0.44 -1.27
H6 -1.76 2.12 1.21
H7 -2.29 2.48 -0.61
H8 1.25 1.41 2.64
H9 1.15 0.64 0.08

***

[7]
DFT (ωB97M-V with the def2-TZVPD basis set) results for C3H4ClNO2S in the gas phase.

Properties
* frontier orbital gap: 8.75 eV
* total charge: 0
* energy above the lowest of the compared OMol25 structures with the same formula, charge and spin: 81.9 kJ/mol
* DFT total energy: -32116.4524 eV
* SMILES: O/C=N\S/C(O)=C\Cl

Positions of all 12 atoms, in Å:
C1 -2.66 0.44 -0.19
C2 2.33 -0.39 0.02
C3 -1.35 0.71 -0.03
N1 1.20 0.19 0.10
O1 2.62 -1.74 -0.17
O2 -0.87 1.93 -0.25
S1 -0.15 -0.77 0.14
Cl1 -3.14 -1.20 0.22
H1 -3.44 1.27 -0.18
H2 3.30 0.12 0.20
H3 0.13 1.94 0.15
H4 2.04 -2.50 -0.01

***

[8]
DFT (ωB97M-V with the def2-TZVPD basis set) results for an isolated ion of composition C3H11N2 and charge +1.

Properties
* frontier orbital gap: 9.95 eV
* total charge: +1
* energy above the lowest of the compared OMol25 structures with the same formula, charge and spin: 113.4 kJ/mol
* DFT total energy: -6262.4066 eV
* SMILES: CNCC[NH3+]

Positions of all 16 atoms, in Å:
C1 0.47 0.14 1.18
N1 0.05 1.50 0.63
C2 -0.57 -0.80 0.68
N2 -0.79 -0.62 -0.79
C3 0.39 -0.53 -1.66
H1 0.51 0.03 2.26
H2 1.50 0.03 0.85
H3 -0.37 2.03 1.41
H4 0.82 2.09 0.34
H5 -1.56 -0.44 1.04
H6 -0.43 -1.84 0.93
H7 -1.35 -1.38 -1.16
H8 -0.72 1.33 -0.05
H9 1.03 -1.45 -1.61
H10 1.02 0.32 -1.39
H11 0.01 -0.42 -2.68

***

[9]
DFT (ωB97M-V with the def2-TZVPD basis set) results for an isolated ion of composition C26H31F4OSi and charge +1.

Properties
* frontier orbital gap: 6.45 eV
* total charge: +1
* DFT total energy: -48254.2720 eV

Positions of all 63 atoms, in Å:
C1 0.94 -1.65 -3.92
Si1 -0.09 -2.58 -2.70
C2 -1.84 -2.02 -2.41
C3 -0.10 -4.41 -3.02
O1 0.84 -2.13 -1.28
C4 0.48 -1.70 -0.10
C5 0.81 -0.27 0.30
C6 0.97 -0.17 1.83
C7 2.18 -0.92 2.36
C8 1.88 -2.28 2.97
C9 2.03 -3.45 1.98
C10 0.78 -3.85 1.20
C11 -0.15 -2.69 0.81
H1 0.46 -1.60 -4.90
H2 1.15 -0.63 -3.59
H3 1.91 -2.16 -4.04
H4 -2.40 -2.10 -3.35
H5 -2.35 -2.64 -1.66
H6 -1.90 -0.98 -2.08
H7 -0.72 -4.59 -3.91
H8 0.91 -4.79 -3.24
H9 -0.52 -4.98 -2.19
H10 1.80 -0.04 -0.15
H11 1.10 0.89 2.08
H12 0.04 -0.46 2.34
H13 2.91 -1.01 1.54
H14 2.65 -0.28 3.11
H15 2.59 -2.44 3.79
H16 0.88 -2.29 3.43
H17 2.85 -3.24 1.28
H18 2.35 -4.33 2.55
H19 1.08 -4.38 0.29
H20 0.19 -4.56 1.80
H21 -0.50 -2.15 1.69
H22 -1.06 -3.08 0.31
F1 -1.29 6.85 2.12
C12 -1.52 5.61 2.66
C13 -2.12 5.53 3.92
C14 -2.34 4.25 4.44
F2 -2.91 4.13 5.69
C15 -2.02 3.10 3.74
C16 -1.46 3.20 2.45
C17 -1.22 1.99 1.72
C18 -0.46 1.93 0.59
C19 -0.24 0.66 -0.21
C20 0.03 1.19 -1.62
C21 -1.02 1.24 -2.53
C22 -0.77 1.76 -3.80
F3 -1.77 1.64 -4.75
C23 0.42 2.38 -4.14
C24 1.41 2.41 -3.16
F4 2.55 3.14 -3.40
C25 1.25 1.80 -1.91
C26 -1.18 4.48 1.92
H23 -2.40 6.42 4.47
H24 -2.19 2.11 4.17
H25 -1.65 1.06 2.11
H26 0.01 2.84 0.22
H27 -1.18 0.09 -0.23
H28 -2.01 0.89 -2.24
H29 0.58 2.81 -5.12
H30 2.04 1.87 -1.15
H31 -0.70 4.59 0.94